Entry 1:
Molecular formula: C22H52N6O8
Method: DFT, wB97M-V/def2-TZVPD

Structure (SMILES)   CCOCCOCOCCN.CN(C)C=O.CN(C)C=O.CN(C)C=O.CN(C)C=O.CN(C)C=O
Frontier orbital gap   9.0 eV
E_HOMO   -8.5 eV
F_max   0.00981 Eh/bohr
Total energy   -48976.424 eV

```
! wB97M-V def2-TZVPD RIJCOSX def2/J DEFGRID3
* xyz 0 1
C -5.79993 -1.69246 -0.20866
C -5.41937 -1.05132 -1.54834
O -4.81914 -2.01274 -2.40320
C -3.75726 -1.49066 -3.16961
C -2.54541 -1.10045 -2.32284
O -2.38011 0.31244 -2.36761
C -1.68766 0.81738 -1.25899
O -1.99568 2.16238 -1.16545
C -0.91692 3.05661 -0.99114
C -1.40248 4.43240 -1.39422
N -2.40489 4.90690 -0.44524
H -5.55060 -2.75301 -0.25930
H -5.25650 -1.25347 0.62403
H -6.87292 -1.62992 -0.04019
H -6.31695 -0.64915 -2.02739
H -4.74822 -0.20543 -1.38602
H -4.06476 -0.62545 -3.76423
H -3.47294 -2.27900 -3.86740
H -1.63120 -1.56598 -2.69784
H -2.74267 -1.41840 -1.29558
H -0.60571 0.66520 -1.38981
H -2.01479 0.29894 -0.34777
H -0.64080 3.10011 0.06834
H -0.05232 2.75605 -1.59202
H -0.54647 5.11097 -1.37674
H -1.76983 4.37349 -2.42641
H -3.25927 4.35748 -0.51089
H -2.65569 5.86025 -0.67410
C -5.82565 2.92300 0.80203
O -4.77923 2.86077 0.18694
N -6.26458 4.02043 1.44732
C -7.51312 4.03821 2.17975
C -5.44486 5.21989 1.40120
H -6.51127 2.06300 0.89202
H -8.19107 4.78876 1.76805
H -7.33808 4.26538 3.23328
H -7.99087 3.06322 2.10973
H -5.31680 5.55117 0.36964
H -4.45561 5.02489 1.81629
H -5.93158 6.00659 1.97221
C 1.60038 -1.89989 -3.46986
O 1.07476 -2.51088 -2.55999
N 1.58868 -2.29484 -4.75588
C 2.23282 -1.53226 -5.80415
C 0.90625 -3.53390 -5.08908
H 2.14425 -0.95182 -3.31247
H 1.50544 -1.22246 -6.55730
H 3.00955 -2.12615 -6.28987
H 2.69201 -0.64271 -5.37796
H -0.14683 -3.47489 -4.81258
H 1.35006 -4.36894 -4.54705
H 0.98980 -3.71030 -6.15847
C 5.09778 -2.67475 0.50148
O 5.17406 -3.41053 -0.46858
N 3.96752 -2.13510 0.97590
C 3.94637 -1.25132 2.13426
C 2.71033 -2.43046 0.30554
H 5.98904 -2.37990 1.08550
H 3.33908 -1.68707 2.93006
H 3.53347 -0.28124 1.85599
H 4.96203 -1.10886 2.50263
H 2.50222 -3.50014 0.33509
H 2.75445 -2.13443 -0.73970
H 1.90853 -1.89092 0.80232
C 4.05790 -3.14027 5.23530
O 3.05009 -2.47238 5.10696
N 4.09308 -4.36707 5.78604
C 5.32181 -5.12361 5.90754
C 2.84863 -4.94288 6.26744
H 5.04828 -2.78883 4.89692
H 5.24943 -6.06492 5.35943
H 5.53625 -5.34353 6.95535
H 6.14767 -4.54628 5.49735
H 2.12904 -5.02731 5.45303
H 2.41023 -4.30996 7.03911
H 3.04794 -5.92949 6.67798
C 2.92159 2.82696 0.97362
O 3.00775 2.04896 1.90291
N 3.81792 2.91430 -0.02862
C 3.67102 3.86139 -1.11348
C 4.96310 2.01891 -0.01052
H 2.08209 3.53553 0.86919
H 3.60144 3.34220 -2.07182
H 4.52240 4.54426 -1.14735
H 2.76388 4.44449 -0.96779
H 4.63548 0.97847 -0.02938
H 5.55003 2.17035 0.89587
H 5.58409 2.21603 -0.88074
*
```

Results of the Mulliken charge analysis, in e, for atoms 1 through 5: atom 1 (C): -1.262, atom 2 (C): 0.034, atom 3 (O): -0.447, atom 4 (C): -0.639, atom 5 (C): 0.026

***

Entry 2:
Molecular formula: C2H11NO4
Method: DFT, wB97M-V/def2-TZVPD

Structure (SMILES)   CC(N)=O.O.O.O
Frontier orbital gap   10.2 eV
E_HOMO   -9.8 eV
F_max   0.06013 Eh/bohr
Total energy   -11932.600 eV

```
! wB97M-V def2-TZVPD RIJCOSX def2/J DEFGRID3
* xyz 0 1
C 0.95628 0.57262 1.32556
C 0.93507 -0.45177 0.18792
N -0.26819 -0.98790 -0.11393
O 1.93551 -0.74876 -0.44204
H 1.90697 0.30057 1.83611
H 0.77723 1.58871 0.99343
H 0.26690 0.29584 2.12277
H -1.05348 -1.09096 0.51119
H -0.21197 -1.77203 -0.75374
H -3.24191 -0.16939 1.80424
H -3.08627 0.48937 0.43266
O -2.63212 0.36503 1.26719
H 1.71750 -1.39303 -2.66131
H 2.06331 -2.85607 -1.95554
O 1.80696 -2.33246 -2.69973
H -1.03706 3.16700 -0.15655
H 0.04289 2.38844 -0.76283
O -0.87763 2.63480 -0.93540
*
```

Results of the Mulliken charge analysis, in e, for atoms 1 through 5: atom 1 (C): -0.904, atom 2 (C): 0.536, atom 3 (N): -0.284, atom 4 (O): -0.630, atom 5 (H): 0.322

***

Entry 3:
Molecular formula: C3H12N3S
Method: DFT, wB97M-V/def2-TZVPD

Frontier orbital gap   9.8 eV
E_HOMO   -12.7 eV
F_max   0.03790 Eh/bohr
Total energy   -18604.792 eV

```
! wB97M-V def2-TZVPD RIJCOSX def2/J DEFGRID3
* xyz 1 1
C -1.14213 1.19985 0.09327
C -0.29230 1.53709 -1.08104
S -1.24550 1.45940 -2.63669
N -0.26792 1.03786 1.32507
H -1.88054 1.98196 0.27873
H -1.60270 0.24604 -0.09359
H 0.24816 2.49635 -0.94299
H 0.47800 0.71688 -1.11611
H -1.59503 2.78707 -2.64595
H 0.32095 1.89640 1.35871
H -0.87144 0.94867 2.15854
N 1.28987 -3.09544 -0.21170
C 1.37268 -1.81427 0.26681
N 0.72365 -1.33787 1.29448
H 0.59321 -3.69883 0.24262
H 1.41490 -3.17978 -1.23404
H 1.92092 -1.11853 -0.38022
H 0.25241 -0.05210 1.34431
H 0.28278 -2.01076 1.97980
*
```

Results of the Mulliken charge analysis, in e, for atoms 1 through 5: atom 1 (C): -0.446, atom 2 (C): -0.473, atom 3 (S): -0.178, atom 4 (N): -0.371, atom 5 (H): 0.367

***

Entry 4:
Molecular formula: C2H9NS
Method: DFT, wB97M-V/def2-TZVPD

Frontier orbital gap   5.3 eV
E_HOMO   -5.9 eV
F_max   0.03517 Eh/bohr
Total energy   -14542.737 eV

```
! wB97M-V def2-TZVPD RIJCOSX def2/J DEFGRID3
* xyz 0 1
S -1.90970 1.64693 0.39461
H -2.20683 2.17126 1.62180
C 0.82453 -2.02892 0.46319
C 1.15101 -1.39069 -0.85451
N 1.63047 0.04159 -0.55031
H 0.17685 -2.90565 0.32931
H 1.81886 -2.32036 0.83725
H 0.34319 -1.42254 1.24648
H 2.04514 -1.88938 -1.25805
H 0.29979 -1.31026 -1.61754
H 1.79590 0.12405 0.44777
H 0.87764 0.68578 -0.84832
H 2.42150 0.46683 -1.04663
*
```

Results of the Mulliken charge analysis, in e, for atoms 1 through 5: atom 1 (S): -0.835, atom 2 (H): -0.018, atom 3 (C): -1.215, atom 4 (C): -0.124, atom 5 (N): -0.424

***

Entry 5:
Molecular formula: C5H10O
Method: DFT, wB97M-V/def2-TZVPD

Frontier orbital gap   8.9 eV
E_HOMO   -8.0 eV
F_max   0.02550 Eh/bohr
Total energy   -7390.212 eV

```
! wB97M-V def2-TZVPD RIJCOSX def2/J DEFGRID3
* xyz 0 1
C 1.62207 0.80617 0.77743
C 0.78949 0.47815 -0.43871
C -1.10426 -0.65591 -1.30983
C -1.17557 -1.70774 -0.23575
C -0.66117 0.91988 0.01049
O -1.68217 0.50355 -0.89012
H 1.35499 0.11929 1.59010
H 1.38676 1.82471 1.10184
H 2.68911 0.71797 0.58414
H 1.01982 -0.56388 -0.72364
H 1.06097 1.05698 -1.32894
H -1.97911 -2.28353 -0.71384
H -0.29558 -2.35836 -0.21854
H -1.49064 -1.45294 0.78570
H -0.63781 2.00958 -0.02246
H -0.89692 0.58610 1.03215
*
```

Results of the Mulliken charge analysis, in e, for atoms 1 through 5: atom 1 (C): -1.285, atom 2 (C): -0.080, atom 3 (C): -0.295, atom 4 (C): -0.677, atom 5 (C): -0.787

***

Entry 6:
Molecular formula: C23H27ClCuN2O3PS
Method: DFT, wB97M-V/def2-TZVPD

Frontier orbital gap (spin up / spin down)   9.3 / 7.7 eV
E_HOMO (spin up / spin down)   -11.9 / -12.0 eV
⟨S²⟩   0.75
F_max   0.00960 Eh/bohr
Total energy   -110692.831 eV

```
! wB97M-V def2-TZVPD RIJCOSX def2/J DEFGRID3
* xyz 1 2
Cu -1.16148 -1.43030 0.12946
N -2.10035 -1.30400 2.07662
N -2.30507 -2.64502 2.41478
C -1.85710 -3.65432 1.55231
O -1.85041 -4.79849 1.93523
O -1.50554 -3.22535 0.35832
H -1.39415 -0.87005 2.66070
H -2.96926 -0.79240 2.14402
H -2.41333 -2.88870 3.38287
Cl -0.30062 -2.08134 -2.25103
C 0.15531 -0.54261 -2.94255
C 0.79037 -0.56539 -4.17254
C 1.11416 0.63369 -4.78453
C 0.79026 1.84123 -4.17936
C 0.15482 1.84587 -2.95130
C -0.15640 0.65145 -2.30005
P -0.98955 0.69685 -0.68416
C 0.09957 1.61687 0.44481
C 1.39910 1.99806 0.13194
C 2.17879 2.65346 1.08086
C 1.66782 2.92677 2.33927
C 0.36902 2.54578 2.65925
C -0.40865 1.89207 1.71751
C -2.41953 1.76752 -0.97354
C -2.40779 3.12935 -0.68183
C -3.51721 3.90647 -0.98920
C -4.63294 3.32954 -1.58000
C -4.64829 1.97100 -1.86711
C -3.54590 1.18908 -1.56067
H 1.01230 -1.51299 -4.64801
H 1.60784 0.62147 -5.74781
H 1.02624 2.77658 -4.67058
H -0.11227 2.78617 -2.48414
H 1.81094 1.78259 -0.84524
H 3.18749 2.95671 0.82771
H 2.27658 3.44217 3.07187
H -0.03747 2.76859 3.63839
H -1.43332 1.62077 1.95690
H -1.54122 3.58521 -0.21885
H -3.50731 4.96586 -0.76420
H -5.49639 3.94040 -1.81441
H -5.51986 1.51984 -2.32522
H -3.55669 0.12634 -1.78407
C 3.37017 -1.87239 2.87052
C 3.27256 -1.01583 1.61950
S 2.15013 -1.56975 0.32663
O 0.76881 -1.49765 0.97316
C 2.59603 -3.32178 0.15656
C 1.79111 -4.27393 1.03169
H 4.05437 -1.39000 3.56967
H 3.75993 -2.86685 2.66400
H 2.40063 -1.96651 3.36062
H 4.23637 -0.88423 1.11763
H 2.87326 -0.02512 1.84784
H 3.67334 -3.36488 0.33649
H 2.42714 -3.53428 -0.89908
H 1.90165 -4.06950 2.09268
H 2.13851 -5.29084 0.84388
H 0.73348 -4.23325 0.78580
*
```

Results of the Mulliken charge analysis, in e, for atoms 1 through 5: atom 1 (Cu): -0.751, atom 2 (N): -0.244, atom 3 (N): -0.304, atom 4 (C): 0.819, atom 5 (O): -0.631

***

Please write out number 2 again, unchanged.
Molecular formula: C2H11NO4
Method: DFT, wB97M-V/def2-TZVPD

Structure (SMILES)   CC(N)=O.O.O.O
Frontier orbital gap   10.2 eV
E_HOMO   -9.8 eV
F_max   0.06013 Eh/bohr
Total energy   -11932.600 eV

```
! wB97M-V def2-TZVPD RIJCOSX def2/J DEFGRID3
* xyz 0 1
C 0.95628 0.57262 1.32556
C 0.93507 -0.45177 0.18792
N -0.26819 -0.98790 -0.11393
O 1.93551 -0.74876 -0.44204
H 1.90697 0.30057 1.83611
H 0.77723 1.58871 0.99343
H 0.26690 0.29584 2.12277
H -1.05348 -1.09096 0.51119
H -0.21197 -1.77203 -0.75374
H -3.24191 -0.16939 1.80424
H -3.08627 0.48937 0.43266
O -2.63212 0.36503 1.26719
H 1.71750 -1.39303 -2.66131
H 2.06331 -2.85607 -1.95554
O 1.80696 -2.33246 -2.69973
H -1.03706 3.16700 -0.15655
H 0.04289 2.38844 -0.76283
O -0.87763 2.63480 -0.93540
*
```

Results of the Mulliken charge analysis, in e, for atoms 1 through 5: atom 1 (C): -0.904, atom 2 (C): 0.536, atom 3 (N): -0.284, atom 4 (O): -0.630, atom 5 (H): 0.322

***

Q: Among the records above, which one has the lowest total energy?
A: C23H27ClCuN2O3PS